Below is C43H89GaN3O4 as an isolated structure, with properties calculated with ωB97M-V/def2-TZVPD.

Its total charge is -1. For the LUMO energy (alpha / beta), the calculation gives 1.84 / 1.71 eV. The calculation puts the total energy at -111068.5326 eV. For the HOMO energy (alpha / beta), the calculation gives -4.70 / -4.70 eV. The spin multiplicity is 3. As for the energy above the lowest of the compared OMol25 structures with the same formula, charge and spin: 0.00 kcal per mole.

Element x y z (Å)
C1 3.9157 -2.7264 1.5354
C2 4.5848 -2.3924 0.2012
C3 5.8753 -1.5893 0.3707
C4 6.4245 -1.0094 -0.9499
C5 6.6175 0.5038 -0.8717
C6 5.2802 1.2582 -0.7296
C7 5.2607 2.2732 0.4094
C8 3.8930 2.9457 0.5761
C9 3.0674 2.3336 1.7100
C10 1.5869 2.7293 1.6633
C11 0.7125 1.7974 0.8071
C12 -0.7170 1.5681 1.3435
C13 -1.8036 2.4166 0.6820
Ga1 -3.7322 1.9655 1.1988
C14 -4.8803 3.6657 1.0746
C15 -5.0354 4.3496 -0.2887
N1 -3.8829 4.3060 -1.1910
C16 -3.9014 1.3567 3.1559
C17 -3.1690 0.0787 3.5716
C18 -3.7773 -1.2293 3.0557
C19 -5.2237 -1.4763 3.4825
C20 -5.9591 -2.6076 2.7312
C21 -5.0900 -3.6907 2.0989
C22 -5.9399 -4.7877 1.4547
C23 -4.4529 0.4384 0.0126
C24 -4.9697 0.8087 -1.3644
O1 -3.9306 0.5141 -2.3622
C25 -4.4065 0.3005 -3.5697
O2 -3.9942 -0.5446 -4.3095
H1 4.0847 -1.9396 2.2719
H2 2.8406 -2.8751 1.4250
H3 4.3302 -3.6452 1.9544
H4 4.8188 -3.3230 -0.3258
H5 3.8970 -1.8410 -0.4459
H6 5.6999 -0.7881 1.0937
H7 6.6294 -2.2528 0.8043
H8 7.3747 -1.4905 -1.1983
H9 5.7355 -1.2568 -1.7643
H10 7.1659 0.8686 -1.7432
H11 7.2329 0.7192 0.0085
H12 4.4819 0.5285 -0.5607
H13 5.0442 1.7696 -1.6670
H14 6.0593 3.0034 0.2519
H15 5.4948 1.7359 1.3357
H16 3.9845 4.0244 0.7263
H17 3.3159 2.8090 -0.3457
H18 3.5098 2.6074 2.6727
H19 3.1457 1.2442 1.6100
H20 1.5384 3.7417 1.2451
H21 1.1836 2.8040 2.6754
H22 0.6462 2.1900 -0.2115
H23 1.2252 0.8308 0.7281
H24 -0.9527 0.5019 1.2630
H25 -0.7087 1.7875 2.4179
H26 -1.6866 2.3405 -0.4070
H27 -1.6320 3.4695 0.9470
H28 -4.4379 4.3761 1.7852
H29 -5.8793 3.4374 1.4692
H30 -5.8847 3.9124 -0.8240
H31 -5.2872 5.4109 -0.1647
H32 -3.7155 3.3704 -1.5339
H33 -3.0480 4.6223 -0.7183
H34 -4.9760 1.2577 3.3410
H35 -3.5676 2.1863 3.7897
H36 -3.1270 -0.0040 4.6711
H37 -2.1284 0.1026 3.2408
H38 -3.1743 -2.0513 3.4622
H39 -3.6678 -1.2965 1.9698
H40 -5.2092 -1.7441 4.5450
H41 -5.8058 -0.5617 3.3833
H42 -6.6034 -2.1836 1.9546
H43 -6.6173 -3.1139 3.4467
H44 -4.4331 -4.1368 2.8503
H45 -4.4604 -3.2475 1.3244
H46 -5.3700 -5.6983 1.2693
H47 -6.7886 -5.0401 2.0978
H48 -6.3596 -4.4401 0.5075
H49 -3.6315 -0.2721 -0.1276
H50 -5.2310 -0.1121 0.5506
H51 -5.8603 0.2290 -1.6315
H52 -5.2352 1.8647 -1.4661
H53 -5.2042 0.9958 -3.8733
C26 6.7658 -1.1912 7.3787
C27 5.9715 -2.2234 6.5391
C28 5.7411 -3.5304 7.3113
C29 6.9603 -4.4441 7.4031
C30 7.5407 -4.6971 6.0144
C31 7.8863 -3.4023 5.2795
N2 6.6706 -2.5228 5.2473
O3 5.8579 -2.8600 4.3157
C32 9.0861 -2.7252 5.9565
C33 8.2918 -3.6969 3.8414
C34 4.6144 -1.6070 6.2206
H54 7.7253 -0.9420 6.9395
H55 6.2139 -0.2542 7.4440
H56 6.9431 -1.5436 8.3959
H57 4.9348 -4.0825 6.8190
H58 5.3794 -3.2740 8.3092
H59 7.7158 -4.0157 8.0679
H60 6.6634 -5.3937 7.8523
H61 8.4419 -5.3121 6.0768
H62 6.8126 -5.2584 5.4210
H63 9.2946 -1.7588 5.4955
H64 9.9638 -3.3583 5.8223
H65 8.9610 -2.5765 7.0255
H66 7.5324 -4.2697 3.3155
H67 9.2175 -4.2740 3.8491
H68 8.4640 -2.7724 3.2891
H69 4.7238 -0.7316 5.5802
H70 4.1549 -1.2947 7.1597
H71 3.9484 -2.3089 5.7260
C35 -6.8700 0.9931 -8.0969
C36 -6.2151 2.3607 -8.4166
C37 -5.8152 2.4737 -9.8953
C38 -4.5510 1.7073 -10.2772
C39 -3.4009 2.0737 -9.3417
C40 -3.7509 1.8463 -7.8709
N3 -5.0125 2.5974 -7.5583
O4 -4.7998 3.8426 -7.3400
C41 -3.8723 0.3430 -7.5906
C42 -2.6457 2.3804 -6.9703
C43 -7.2465 3.4412 -8.1148
H72 -6.2944 0.4097 -7.3876
H73 -7.8488 1.1408 -7.6410
H74 -7.0092 0.3885 -8.9945
H75 -5.6578 3.5317 -10.1279
H76 -6.6614 2.1426 -10.5019
H77 -4.7341 0.6296 -10.2600
H78 -4.2794 1.9542 -11.3060
H79 -2.5092 1.4890 -9.5787
H80 -3.1410 3.1268 -9.4900
H81 -4.2027 0.1533 -6.5696
H82 -2.8918 -0.1197 -7.7066
H83 -4.5443 -0.1738 -8.2721
H84 -2.4212 3.4241 -7.1763
H85 -1.7439 1.7909 -7.1383
H86 -2.9216 2.2899 -5.9198
H87 -7.4799 3.4697 -7.0504
H88 -8.1584 3.2022 -8.6653
H89 -6.9074 4.4291 -8.4159

Löwdin population analysis, charges in e, atoms 1 to 99: number 1, C, carries -0.11; number 2, C, carries -0.27; number 3, C, carries -0.22; number 4, C, carries -0.22; number 5, C, carries -0.22; number 6, C, carries -0.21; number 7, C, carries -0.22; number 8, C, carries -0.22; number 9, C, carries -0.23; number 10, C, carries -0.21; number 11, C, carries -0.21; number 12, C, carries -0.30; number 13, C, carries -0.25; number 14, Ga, carries 0.48; number 15, C, carries -0.25; number 16, C, carries -0.39; number 17, N, carries -0.02; number 18, C, carries -0.24; number 19, C, carries -0.30; number 20, C, carries -0.24; number 21, C, carries -0.20; number 22, C, carries -0.22; number 23, C, carries -0.28; number 24, C, carries -0.13; number 25, C, carries -0.20; number 26, C, carries -0.24; number 27, O, carries -0.03; number 28, C, carries -0.40; number 29, O, carries 0.06; number 30, H, carries 0.06; number 31, H, carries 0.07; number 32, H, carries 0.06; number 33, H, carries 0.11; number 34, H, carries 0.10; number 35, H, carries 0.10; number 36, H, carries 0.11; number 37, H, carries 0.10; number 38, H, carries 0.11; number 39, H, carries 0.10; number 40, H, carries 0.11; number 41, H, carries 0.10; number 42, H, carries 0.11; number 43, H, carries 0.11; number 44, H, carries 0.10; number 45, H, carries 0.11; number 46, H, carries 0.11; number 47, H, carries 0.11; number 48, H, carries 0.10; number 49, H, carries 0.11; number 50, H, carries 0.10; number 51, H, carries 0.10; number 52, H, carries 0.10; number 53, H, carries 0.09; number 54, H, carries 0.09; number 55, H, carries 0.04; number 56, H, carries 0.04; number 57, H, carries 0.04; number 58, H, carries 0.03; number 59, H, carries 0.08; number 60, H, carries 0.08; number 61, H, carries 0.03; number 62, H, carries 0.05; number 63, H, carries 0.03; number 64, H, carries 0.04; number 65, H, carries 0.09; number 66, H, carries 0.07; number 67, H, carries 0.11; number 68, H, carries 0.08; number 69, H, carries 0.11; number 70, H, carries 0.09; number 71, H, carries 0.11; number 72, H, carries 0.10; number 73, H, carries 0.11; number 74, H, carries 0.10; number 75, H, carries 0.06; number 76, H, carries 0.06; number 77, H, carries 0.07; number 78, H, carries 0.05; number 79, H, carries 0.04; number 80, H, carries 0.11; number 81, H, carries 0.08; number 82, H, carries 0.15; number 83, C, carries -0.02; number 84, C, carries -0.47; number 85, C, carries -0.14; number 86, C, carries -0.17; number 87, C, carries -0.14; number 88, C, carries -0.49; number 89, N, carries -0.10; number 90, O, carries -0.03; number 91, C, carries -0.04; number 92, C, carries -0.04; number 93, C, carries -0.05; number 94, H, carries 0.06; number 95, H, carries 0.08; number 96, H, carries 0.09; number 97, H, carries 0.12; number 98, H, carries 0.12; number 99, H, carries 0.10